No. 1
Entry from OMol25: C12H14BF5N6V as an isolated structure (ωB97M-V/def2-TZVPD).

Cartesian coordinates (Å):
H: 2.6922 2.2829 0.6202
N: 1.5490 0.5124 0.1884
B: 0.8624 -1.9165 -0.2910
N: 1.8837 -0.8520 0.2303
C: 3.1561 -0.9768 0.6317
V: -0.4262 0.8768 -0.2112
H: 3.5804 -1.9553 0.7729
C: 3.6861 0.2926 0.8594
H: 4.6676 0.5279 1.2124
C: 2.6567 1.2048 0.5693
H: 1.3437 -3.0049 -0.3422
C: -2.0962 2.3129 -1.4054
H: -2.1178 3.3956 -1.2526
H: -2.8768 1.8506 -0.7925
H: -2.3277 2.1104 -2.4572
N: 0.5115 -1.4479 -1.7303
N: -0.4430 -1.8940 0.5636
N: -0.0600 -0.1898 -1.9034
N: -1.2176 -0.7186 0.6103
C: 0.6794 -2.0325 -2.9240
C: -1.0890 -2.8591 1.2364
H: 1.1164 -3.0141 -2.9860
H: -0.6471 -3.8410 1.3510
C: 0.2120 -1.1637 -3.9123
C: -2.2803 -2.3393 1.7536
C: -0.2455 -0.0216 -3.2432
C: -2.3280 -1.0013 1.3527
H: 0.1987 -1.3470 -4.9599
H: -3.0131 -2.8600 2.3490
H: -0.7034 0.8665 -3.6393
H: -3.1047 -0.2642 1.5341
H: -1.0173 1.9852 -1.2450
F: -1.9893 2.5803 1.7015
C: -0.6382 2.2599 1.5174
F: 0.0313 3.4373 1.1707
C: -0.1553 1.8857 2.9219
F: -0.5101 2.8288 3.8330
F: -0.7281 0.7243 3.3217
F: 1.1876 1.7648 2.9941

## Properties
Multiplicity   2
Kohn-Sham gap (spin up / spin down)   5.5020 / 6.9488 eV
Expectation value of S²   0.863
E_LUMO (spin up / spin down)   -10.89 / -9.59 eV
Total charge   +2

***

No. 2
Entry from OMol25: a 40-piece molecular cluster, H80O40 overall (ωB97M-V/def2-TZVPD).

Cartesian coordinates (Å):
H: -5.0233 -2.4491 0.0826
H: -5.0590 -2.6430 -1.2812
O: -5.4623 -2.0909 -0.5920
H: -1.8972 -3.3283 -3.7270
H: -3.0251 -3.1687 -4.7604
O: -2.7159 -3.7981 -4.0061
H: 3.4032 4.1460 -0.8196
H: 4.2486 2.6175 -0.9150
O: 4.0068 3.4470 -0.3654
H: 0.9861 0.2910 6.3654
H: 1.4841 1.3218 5.4290
O: 0.7240 1.0490 5.8615
H: 2.6493 -1.1137 2.3780
H: 2.1692 -2.0983 3.2962
O: 2.7377 -1.4743 3.3268
H: -1.3997 -2.7959 -0.5253
O: -1.7224 -2.6331 0.3071
H: -1.8801 5.0271 -2.4149
O: -1.1699 5.3108 -3.0468
H: 2.4855 3.4168 0.8564
H: 2.0539 3.7632 -0.3897
O: 1.6580 3.4743 0.4788
H: 0.4855 6.1713 0.1257
H: 0.5570 5.5156 -1.1627
O: 0.9048 6.2363 -0.6226
H: 0.3221 1.1241 -5.4869
H: -0.0181 0.6877 -6.8839
O: 0.6821 0.6081 -6.2866
H: 0.4254 -4.8463 -2.0478
H: 0.3527 -6.4203 -1.6267
O: 0.3119 -5.5556 -1.4236
H: 1.6559 -2.7653 -3.5659
O: 1.1357 -3.5481 -3.7375
H: -4.0109 1.0309 2.5678
H: -2.8721 2.0703 2.9931
O: -3.1570 1.4700 2.3209
H: -3.3463 -2.0308 2.1971
H: -2.6959 -0.3637 2.3587
O: -3.3295 -1.0215 2.6198
H: 4.4308 0.3424 1.1668
H: 5.5420 0.6106 2.2912
O: 4.9352 -0.0770 1.8576
H: 2.2713 2.0053 -3.1747
H: 2.3833 1.6054 -1.6093
O: 1.9402 2.0144 -2.1924
H: -1.7600 -1.8438 2.8703
H: -1.0313 -2.9314 3.7473
O: -1.5314 -2.8757 2.9126
H: -4.1103 4.8517 -1.3364
H: -3.6868 3.5587 -0.4479
O: -3.3657 4.1069 -1.2449
H: 0.0717 -1.8485 1.3136
O: 0.9947 -1.9148 0.9150
H: -1.0839 2.5965 6.2855
H: -0.2673 3.0093 5.1637
O: -0.9221 3.3703 5.8250
H: 1.4415 -3.9830 4.6243
O: 0.9139 -3.3428 5.2116
H: -1.7533 0.2729 5.5228
H: -2.7273 -0.7306 5.0204
O: -2.6370 0.2070 5.1880
H: 3.2819 -3.7010 -0.6619
H: 3.1488 -4.8956 -1.9139
O: 3.1375 -4.6136 -0.9416
H: -0.7879 0.9754 1.8776
H: -1.0126 2.3469 2.4515
O: -0.3389 1.8642 1.9819
H: 3.1915 1.6910 -5.6615
H: 3.7813 0.7683 -4.9104
O: 2.9915 1.4343 -4.7252
H: 1.4938 -0.1367 -1.9726
H: 0.1383 0.4828 -1.2093
O: 0.7370 -0.2699 -1.3966
H: 5.3935 -2.0393 0.3286
H: 4.7585 -3.1719 0.8448
O: 4.5773 -2.4698 0.2273
H: 3.6618 -0.6522 -2.0253
H: 3.8201 -1.2039 -0.4832
O: 3.4663 -0.5049 -1.1181
H: -3.1340 -0.4484 -4.8027
H: -2.2028 -0.7056 -6.0667
O: -2.5132 -1.0438 -5.2957
H: -0.8442 2.1419 -4.2468
H: 0.7279 2.0694 -3.8498
O: 0.0447 2.5068 -4.2815
H: -2.6943 -4.9055 -0.4563
H: -3.0680 -4.9295 0.9714
O: -2.6898 -5.5790 0.2923
H: -0.5390 3.1402 0.4281
O: -0.7942 3.9404 0.4850
H: 0.9619 3.4241 2.5930
H: 0.9708 4.9577 2.9713
O: 1.2814 4.0579 3.2035
H: 0.9462 -1.8041 0.0254
H: -1.2358 -3.2538 0.8150
H: 0.2232 -3.6528 5.6889
H: -0.6317 4.4996 -3.0461
H: 0.3416 -3.2553 -4.0416
H: -0.0171 4.4818 0.3118
O: -4.1017 1.1869 -3.8654
H: -4.9681 1.2978 -4.3527
H: -3.8483 1.8248 -3.2783
O: -0.5480 2.2971 -1.5853
H: 0.1069 2.8432 -2.1899
H: -1.4795 2.7206 -1.6250
O: 2.4657 1.4671 1.9363
H: 1.6802 1.4335 2.6844
H: 2.2325 1.4064 1.0854
O: -0.8812 -2.0474 -2.5808
H: -1.6599 -1.9089 -1.8446
H: -0.0826 -1.8557 -1.9863
O: -3.6344 0.2698 -1.2942
H: -3.1400 -0.2059 -0.6061
H: -4.1694 -0.2624 -1.7759
O: 1.9529 -4.5031 2.9263
H: 2.6011 -3.9158 2.4022
H: 1.3493 -5.1133 2.3143
O: -0.2470 -0.8915 3.1635
H: -0.4306 -0.4660 3.8814
H: 0.6590 -1.2080 3.3415

## Properties
Energy relative to the best compared isomer or geometry (same formula, charge and spin)   1003.4 kJ/mol
Multiplicity   2
Kohn-Sham gap (spin up / spin down)   2.1693 / 9.6458 eV
Expectation value of S²   0.751
E_LUMO (spin up / spin down)   1.48 / 1.46 eV
Total charge   -1

***

No. 3
Entry from OMol25: a 2-piece molecular cluster, C23H20N2O2 overall (ωB97M-V/def2-TZVPD).

Cartesian coordinates (Å):
C: 6.5311 2.4827 2.0183
O: 6.4774 1.1230 1.5241
C: 5.2705 0.5025 1.5089
C: 5.2432 -0.8505 1.0753
C: 4.0580 -1.5373 1.0810
C: 2.8254 -0.9349 1.5090
C: 1.6689 -1.7493 1.5150
C: 0.3570 -1.4927 1.9948
C: -0.6651 -2.4423 1.6739
C: -1.9768 -2.2671 2.0623
C: -2.3258 -1.0906 2.7418
O: -3.6726 -0.8796 3.0373
C: -4.4207 -0.0467 2.1930
C: -5.3296 -0.6592 1.3276
C: -5.9993 0.1324 0.3966
C: -5.7924 1.5158 0.3764
C: -4.9142 2.1136 1.2867
C: -4.2247 1.3336 2.2181
C: -1.3527 -0.1725 3.1522
C: -0.0274 -0.3905 2.8095
C: 2.8698 0.4512 1.8442
C: 4.0648 1.1422 1.8929
H: 7.5839 2.7458 1.9146
H: 5.9036 3.1570 1.4159
H: 6.2203 2.5369 3.0728
H: 6.1818 -1.3026 0.7569
H: 4.0372 -2.5744 0.7499
H: 1.7992 -2.7235 1.0403
H: -0.3899 -3.3330 1.1095
H: -2.7565 -2.9961 1.8394
H: -5.4619 -1.7387 1.3827
H: -6.6866 -0.3450 -0.3040
H: -6.3272 2.1329 -0.3502
H: -4.7551 3.1933 1.2843
H: -3.5385 1.7642 2.9471
H: -1.6485 0.6965 3.7425
H: 0.7198 0.2954 3.1946
H: 1.9620 1.0095 2.0467
H: 4.0846 2.1866 2.2178
N: 0.0326 -1.7912 7.5335
C: 1.2998 -2.2003 7.8261
C: 2.0044 -2.3736 6.5811
N: 1.1524 -2.0602 5.5611
C: -0.0409 -1.7174 6.1598
H: 1.6990 -2.3603 8.8238
H: 3.0331 -2.6992 6.4673
H: -0.9304 -1.4295 5.6158

## Properties
Energy relative to the best compared isomer or geometry (same formula, charge and spin)   83.0 kJ/mol
Kohn-Sham gap   2.7451 eV
E_LUMO   -2.81 eV

***

No. 4
Entry from OMol25: a 8-piece molecular cluster, C41H53BN8O4P overall (ωB97M-V/def2-TZVPD).

Cartesian coordinates (Å):
C: -0.3156 2.0889 4.1053
N: -0.7289 2.8563 2.9271
C: -0.8003 1.9753 1.7524
P: 0.9046 2.0001 0.7970
C: 0.0340 1.1684 -0.7162
O: 0.7258 0.0058 -1.2896
C: 0.6125 -1.1144 -0.6195
C: -0.7467 -1.5998 -0.1812
O: 1.5666 -1.7759 -0.3907
B: 2.5920 2.2239 -0.1788
O: 3.7591 2.4582 0.5421
O: 2.7398 2.2287 -1.5879
C: 3.7203 1.2437 -1.9726
H: 0.1415 2.7429 4.8398
H: -1.1670 1.6287 4.6189
H: 0.3735 1.3204 3.7919
H: -1.6478 3.2288 3.1174
H: -1.0621 0.9410 2.0323
H: -1.5467 2.4135 1.0973
H: 0.5155 3.3832 0.3239
H: 1.5351 2.6388 1.9557
H: 1.3030 0.6814 1.3771
H: -1.0094 0.9403 -0.5081
H: 0.0069 1.9047 -1.5075
H: -1.4938 -1.6359 -0.9635
H: -1.0561 -1.0180 0.6783
H: -0.6120 -2.6092 0.1683
H: 4.1882 3.2036 0.0866
H: 4.7156 1.6644 -1.8879
H: 3.6815 0.4224 -1.2673
H: 3.5103 0.8951 -2.9720
N: -0.5738 -6.7964 -1.9235
C: -0.0569 -5.6980 -1.3731
C: 0.1740 -4.5178 -2.0654
C: -0.1510 -4.4815 -3.4112
C: -0.6872 -5.6134 -4.0037
C: -0.8786 -6.7386 -3.2177
H: 0.1845 -5.7750 -0.3180
H: 0.5957 -3.6569 -1.5627
H: 0.0120 -3.5808 -3.9901
H: -0.9525 -5.6243 -5.0524
H: -1.2990 -7.6459 -3.6399
N: 4.6654 5.4112 -0.2810
C: 5.1290 6.5825 0.1447
C: 5.3359 7.6749 -0.6833
C: 5.0455 7.5412 -2.0314
C: 4.5609 6.3296 -2.4931
C: 4.3875 5.2985 -1.5809
H: 5.3426 6.6411 1.2067
H: 5.7133 8.6052 -0.2807
H: 5.1931 8.3713 -2.7117
H: 4.3195 6.1833 -3.5369
H: 4.0021 4.3327 -1.8982
N: -4.0552 1.8193 -0.1457
C: -4.2505 0.5144 -0.3034
C: -5.2814 -0.1876 0.3062
C: -6.1536 0.5086 1.1272
C: -5.9628 1.8682 1.3056
C: -4.9014 2.4716 0.6470
H: -3.5401 0.0114 -0.9517
H: -5.3955 -1.2507 0.1405
H: -6.9719 -0.0006 1.6216
H: -6.6215 2.4461 1.9392
H: -4.7104 3.5336 0.7497
N: 5.6365 -3.0162 -2.7514
C: 6.3236 -4.1557 -2.7974
C: 5.8479 -5.3610 -2.3075
C: 4.5864 -5.3824 -1.7345
C: 3.8573 -4.2078 -1.6751
C: 4.4231 -3.0538 -2.1978
H: 7.3075 -4.0905 -3.2520
H: 6.4477 -6.2583 -2.3738
H: 4.1765 -6.3045 -1.3387
H: 2.8717 -4.1788 -1.2337
H: 3.8873 -2.1115 -2.1726
N: 9.4231 -6.9237 -0.1824
C: 8.1914 -6.4183 -0.1312
C: 7.1386 -7.0220 0.5404
C: 7.3768 -8.2196 1.1921
C: 8.6511 -8.7623 1.1480
C: 9.6331 -8.0758 0.4513
H: 8.0502 -5.4812 -0.6555
H: 6.1601 -6.5619 0.5502
H: 6.5815 -8.7230 1.7274
H: 8.8797 -9.6964 1.6432
H: 10.6454 -8.4624 0.3938
N: -2.8842 5.4577 3.7303
C: -3.1061 6.3715 4.6694
C: -4.3522 6.6068 5.2333
C: -5.4257 5.8494 4.7929
C: -5.2114 4.8934 3.8137
C: -3.9245 4.7388 3.3188
H: -2.2364 6.9397 4.9827
H: -4.4758 7.3624 5.9976
H: -6.4148 6.0019 5.2073
H: -6.0215 4.2814 3.4413
H: -3.7034 4.0046 2.5535
N: -9.6206 0.9621 0.4017
C: -10.9291 1.2039 0.3604
C: -11.6986 1.0832 -0.7863
C: -11.0726 0.6917 -1.9586
C: -9.7120 0.4374 -1.9355
C: -9.0355 0.5859 -0.7337
H: -11.3775 1.5102 1.2997
H: -12.7596 1.2909 -0.7601
H: -11.6375 0.5867 -2.8764
H: -9.1838 0.1307 -2.8277
H: -7.9711 0.3949 -0.6684

## Properties
Kohn-Sham gap   4.7684 eV
E_LUMO   2.01 eV
Total charge   -1

***

Number 1: strongest force on any atom 5.23 eV Å⁻¹, DFT total energy -2261.77336 hartree. Number 2: strongest force on any atom 12.36 eV Å⁻¹, DFT total energy -3057.17037 hartree. Number 3: strongest force on any atom 3.27 eV Å⁻¹, DFT total energy -1148.26777 hartree. Number 4: strongest force on any atom 3.08 eV Å⁻¹, DFT total energy -2699.22977 hartree.